Record 1
Density functional theory data (ωB97M-V/def2-TZVPD) for C21H18AuF8N3OSSi as an isolated structure.

```
54
Properties=species:S:1:pos:R:3:nbo_charge:R:1
Au 0.254 0.707 -0.872 1.165
F 4.262 5.257 -1.681 -0.324
C 3.683 4.742 -0.577 0.982
F 2.524 5.371 -0.399 -0.302
F 4.484 5.061 0.463 -0.326
C 3.555 3.248 -0.699 -0.230
C 4.741 2.528 -0.695 -0.089
C 4.743 1.148 -0.819 -0.294
C 3.525 0.517 -0.950 0.087
N 2.388 1.211 -0.960 -0.538
C 2.344 2.557 -0.833 0.103
S 0.705 3.143 -0.854 -0.167
H 5.675 3.065 -0.591 0.234
H 5.664 0.579 -0.816 0.234
H 3.428 -0.556 -1.061 0.228
C -3.222 1.183 -1.997 -0.655
C -3.022 1.109 -0.512 0.276
C -4.055 1.300 0.389 -0.279
C -3.807 1.149 1.750 -0.124
C -2.549 0.801 2.199 -0.291
C -1.535 0.659 1.246 0.334
N -1.791 0.823 -0.071 -0.538
N -0.214 0.399 1.526 -0.666
Si 0.372 -0.963 2.511 1.768
C 0.608 -0.251 4.214 -1.117
C 2.007 -1.478 1.817 -1.144
C -0.861 -2.342 2.478 -1.149
H -3.672 0.253 -2.353 0.239
H -2.270 1.316 -2.514 0.248
H -3.892 2.001 -2.257 0.229
H -5.041 1.561 0.026 0.227
H -4.610 1.296 2.463 0.225
H -2.325 0.667 3.249 0.230
H 1.333 0.569 4.170 0.248
H 1.004 -1.032 4.874 0.245
H -0.320 0.130 4.654 0.235
H 2.732 -0.659 1.897 0.239
H 1.886 -1.762 0.764 0.275
H 2.395 -2.342 2.369 0.246
H -1.806 -2.068 2.961 0.240
H -0.470 -3.238 2.973 0.251
H -1.071 -2.605 1.435 0.254
F -3.456 -4.433 -3.550 -0.292
C -2.487 -3.693 -2.996 0.236
C -2.269 -2.398 -3.411 0.272
F -3.029 -1.876 -4.379 -0.295
C -1.270 -1.642 -2.834 0.240
F -1.094 -0.383 -3.281 -0.317
C -0.448 -2.117 -1.802 0.218
O 0.507 -1.412 -1.228 -0.826
C -0.704 -3.439 -1.415 0.294
F 0.048 -3.984 -0.445 -0.313
C -1.691 -4.210 -1.995 0.264
F -1.887 -5.465 -1.583 -0.292
```

Maximum force, eV/Å: 0.704
Net charge: 0
E, hartree: -2672.82385
Highest occupied orbital energy (spin up / spin down), Eh: -0.283 / -0.297
Orbital gap (spin up / spin down), eV: 7.7449 / 5.7922
<S²>: 2.01
Relative energy (zero: lowest compared OMol25 entry of this formula, charge and spin), eV: 0.561
2S+1: 3



Record 2
Density functional theory data (ωB97M-V/def2-TZVPD) for an isolated ion of composition C5H7N4OS and charge +1.

```
18
Properties=species:S:1:pos:R:3:nbo_charge:R:1
O 0.179 0.532 -2.055 -0.654
C -0.384 0.226 -0.764 0.283
C -1.457 -0.830 -0.906 0.130
N -1.465 -1.944 -0.272 -0.379
C -0.647 -2.067 0.782 0.284
N 0.396 -1.370 1.004 -0.456
C 0.742 -0.272 0.196 0.131
S 2.472 -0.374 -0.496 0.068
N 0.834 0.905 1.206 -0.509
C 0.002 1.817 0.921 0.378
N -0.726 1.558 -0.136 -0.551
H -0.530 0.470 -2.685 0.490
H -2.191 -0.768 -1.703 0.218
H -0.865 -2.900 1.496 0.223
H 2.951 -0.907 0.693 0.159
H 1.733 0.876 1.672 0.463
H 0.187 2.738 1.582 0.278
H -1.232 2.311 -0.536 0.445
```

Maximum force, eV/Å: 4.090
Net charge: +1
E, hartree: -886.86913
Highest occupied orbital energy, Eh: -0.500
SMILES: O[C@@]12C=NC=N[C@]1(S)[NH+]=CN2
Orbital gap, eV: 8.7644
Relative energy (zero: lowest compared OMol25 entry of this formula, charge and spin), eV: 0.744



Record 3
Density functional theory data (ωB97M-V/def2-TZVPD) for one molecule with the formula C3H7NO2.

```
13
Properties=species:S:1:pos:R:3:nbo_charge:R:1
H -0.120 1.053 1.377 0.369
N 0.406 1.687 0.763 -0.837
C 1.367 0.959 0.313 0.505
O 1.361 -0.302 -0.087 -0.479
C 0.143 -1.090 -0.253 -0.102
C -1.054 -0.576 0.549 -0.091
O -1.643 0.479 -0.131 -0.742
H 2.387 1.338 0.343 0.166
H 0.448 -2.095 0.036 0.198
H -0.090 -1.067 -1.327 0.206
H -0.662 -0.234 1.544 0.127
H -1.708 -1.401 0.866 0.205
H -0.838 1.242 -0.022 0.475
```

Maximum force, eV/Å: 3.282
Net charge: 0
E, hartree: -323.64734
Highest occupied orbital energy, Eh: -0.358
SMILES: [H]/N=C\OCCO
Orbital gap, eV: 10.5795
Relative energy (zero: lowest compared OMol25 entry of this formula, charge and spin), eV: 3.636



Record 4
Density functional theory data (ωB97M-V/def2-TZVPD) for one molecule with the formula C5H6ClN.

```
13
Properties=species:S:1:pos:R:3:nbo_charge:R:1
Cl -2.329 0.826 1.292 -0.038
C -0.644 0.367 0.975 -0.266
C -0.418 -1.081 0.620 -0.199
C 0.155 -1.250 -0.626 -0.191
C 0.527 0.034 -1.197 -0.131
N 1.457 0.901 -0.436 -0.550
C -0.020 1.096 -0.225 -0.086
H -0.057 0.647 1.815 0.224
H -0.857 -1.905 1.215 0.225
H 0.387 -2.210 -1.075 0.226
H 0.458 0.163 -2.261 0.215
H 1.839 0.373 0.344 0.348
H -0.499 2.039 -0.441 0.223
```

Maximum force, eV/Å: 3.246
Net charge: 0
E, hartree: -709.00494
Highest occupied orbital energy, Eh: -0.339
SMILES: Cl[C@H]1C=C[C@@H]2N[C@@H]21
Orbital gap, eV: 10.0823
Relative energy (zero: lowest compared OMol25 entry of this formula, charge and spin), eV: 1.612



Record 5
Density functional theory data (ωB97M-V/def2-TZVPD) for C24H27BCl3GeN9PtS2 as an isolated structure.

```
68
Properties=species:S:1:pos:R:3:nbo_charge:R:1
Pt -0.036 -0.211 -0.026 0.972
C 2.792 -0.746 1.337 -0.278
N 2.328 -0.124 0.062 -0.614
C 2.925 -0.748 -1.144 -0.294
C 1.936 -1.532 -1.925 0.482
N 0.667 -1.594 -1.623 -0.600
C 0.100 -2.487 -2.502 0.064
C -1.215 -3.025 -2.534 -0.266
C -1.505 -3.901 -3.572 -0.189
C -0.546 -4.223 -4.538 -0.131
C 0.767 -3.735 -4.485 -0.176
C 1.070 -2.893 -3.440 0.170
N 2.239 -2.262 -3.024 -0.526
C 1.668 -1.454 2.017 0.410
N 0.413 -1.244 1.747 -0.549
C -0.345 -2.000 2.675 0.132
C -1.717 -2.117 2.892 -0.234
C -2.126 -2.892 3.955 -0.186
C -1.204 -3.546 4.795 -0.167
C 0.151 -3.436 4.592 -0.208
C 0.552 -2.652 3.516 0.094
N 1.816 -2.282 3.066 -0.499
H 3.160 0.022 2.017 0.268
H 3.619 -1.433 1.156 0.231
H 2.548 0.864 0.073 0.433
H 3.727 -1.436 -0.866 0.247
H 3.373 0.015 -1.782 0.263
H -1.949 -2.750 -1.784 0.277
H -2.492 -4.342 -3.644 0.264
H -0.821 -4.892 -5.345 0.270
H 1.500 -4.022 -5.228 0.271
H 3.157 -2.390 -3.426 0.460
H -2.435 -1.599 2.279 0.234
H -3.183 -2.990 4.164 0.245
H -1.567 -4.134 5.626 0.251
H 0.863 -3.904 5.260 0.250
H 2.690 -2.606 3.450 0.447
C 2.646 3.581 -1.319 -0.402
N 1.500 3.008 -2.037 -0.326
C 1.331 3.016 -3.398 -0.037
C 0.101 2.490 -3.647 -0.030
N -0.486 2.182 -2.452 -0.446
B -2.032 2.044 -2.156 0.134
N -2.597 0.611 -2.469 -0.463
C -3.281 0.244 -3.608 -0.029
C -4.077 -0.806 -3.303 -0.056
N -3.861 -1.095 -1.967 -0.332
C -4.581 -2.115 -1.193 -0.420
C -2.941 -0.227 -1.490 0.244
S -2.321 -0.253 0.146 0.030
C 0.391 2.471 -1.468 0.201
S 0.175 2.169 0.218 0.043
H 3.344 3.983 -2.047 0.248
H 3.145 2.823 -0.719 0.192
H 2.317 4.381 -0.663 0.252
H 2.077 3.404 -4.072 0.258
H -0.395 2.342 -4.594 0.253
H -2.175 2.220 -0.996 -0.008
H -2.632 2.861 -2.799 0.006
H -3.177 0.774 -4.541 0.257
H -4.793 -1.344 -3.902 0.258
H -4.948 -2.879 -1.873 0.235
H -5.424 -1.670 -0.671 0.252
H -3.909 -2.559 -0.461 0.220
Cl 1.959 -3.945 -0.021 -0.304
Ge 0.172 -4.611 -0.947 1.390
Cl -1.328 -5.062 0.381 -0.211
Cl 0.597 -6.157 -2.261 -0.229
```

Maximum force, eV/Å: 2.253
Net charge: +3
E, hartree: -5820.88404
Highest occupied orbital energy (spin up / spin down), Eh: -0.585 / -0.596
Orbital gap (spin up / spin down), eV: 5.4338 / 5.7363
<S²>: 0.77
Relative energy (zero: lowest compared OMol25 entry of this formula, charge and spin), eV: 2.384
2S+1: 2